[1]
{
  "formula": "C5H12NO",
  "method": "wB97M-V/def2-TZVPD",
  "homo_lumo_gap_ev": 9.5,
  "total_energy_ha": -327.3737,
  "homo_energy_ev": -13.9,
  "relative_energy_ev": 2.337,
  "total_charge": 1,
  "max_force_ev_per_a": 2.70,
  "elements": ["C", "C", "C", "C", "N", "C", "H", "H", "H", "H", "H", "H", "H", "H", "H", "H", "H", "H", "O"],
  "coordinates": [[-1.2340, -1.9282, 1.6899], [-1.3885, -0.3683, 1.7513], [-0.5406, 0.2998, 0.6199], [-0.7852, 0.5145, -0.6740], [0.4427, 0.7688, -1.5330], [0.5368, 0.1680, -2.6571], [-0.8424, -2.2621, 2.6268], [-2.1938, -2.3633, 1.4204], [-0.5607, -2.3284, 0.8745], [-2.4571, -0.1702, 1.8489], [-0.8240, 0.1022, 2.6030], [0.5103, 0.3787, 1.0404], [-1.6286, 0.8916, -1.2086], [1.2788, 1.2558, -0.9705], [-0.1977, -0.6433, -2.8844], [1.3072, 0.4470, -3.4094], [2.9410, 2.5992, -0.4173], [3.0841, 0.9495, -0.2307], [2.5516, 1.6888, -0.4901]],
  "forces_ev_per_angstrom": [[0.7, 0.4, -1.5], [1.5, 1.0, -0.3], [-0.2, -1.3, 0.9], [2.5, 1.0, -0.1], [-1.0, -0.8, 1.4], [-0.1, 0.0, -0.3], [-0.1, -0.6, 0.5], [-0.1, -0.1, 0.5], [-0.4, 0.8, 0.9], [0.3, 0.6, -0.4], [-1.1, -1.0, -0.1], [-1.0, -0.3, -1.2], [-1.0, -0.8, 0.0], [-0.8, 0.1, -1.6], [0.4, 1.1, -0.1], [-0.3, -0.5, 0.9], [-0.1, -1.6, 0.1], [1.1, 0.0, 0.4], [-0.4, 1.8, -0.1]],
  "nbo_charge": [-0.61, -0.44, -0.09, -0.12, -0.44, 0.08, 0.23, 0.23, 0.21, 0.24, 0.22, 0.21, 0.24, 0.47, 0.22, 0.23, 0.54, 0.52, -0.95]
}

=====

[2]
{
  "formula": "C12H21Br3N3Pd",
  "method": "wB97M-V/def2-TZVPD",
  "homo_lumo_gap_ev": [6.9, 7.2],
  "s2": 2.01,
  "multiplicity": 3,
  "total_energy_ha": -8484.1043,
  "homo_energy_ev": [-4.5, -4.8],
  "relative_energy_ev": 0.000,
  "total_charge": -1,
  "max_force_ev_per_a": 4.71,
  "elements": ["Pd", "Br", "Br", "Br", "C", "C", "C", "C", "N", "H", "H", "H", "H", "H", "H", "H", "C", "C", "C", "C", "N", "H", "H", "H", "H", "H", "H", "H", "C", "C", "C", "C", "N", "H", "H", "H", "H", "H", "H", "H"],
  "coordinates": [[1.9134, -1.1830, -1.8526], [4.4499, -1.4133, -0.9231], [2.1601, -0.1389, -4.1715], [1.0582, -3.7841, -2.4625], [4.2075, -0.5987, 2.9772], [3.0474, 0.4046, 2.8321], [1.7396, -0.3821, 2.8020], [1.5780, -1.1582, 1.5372], [1.4677, -1.6274, 0.4526], [4.1706, -1.4626, 2.3136], [4.1818, -1.1005, 3.9445], [5.1751, -0.0995, 2.9265], [3.4196, 0.7395, 1.8639], [3.1608, 1.2365, 3.5273], [0.8219, 0.2018, 2.8739], [1.5997, -1.0285, 3.6684], [-1.4736, 1.8867, 0.4502], [-0.6238, 3.1434, 0.1307], [0.3369, 3.0560, -1.0640], [1.1969, 1.9186, -0.9694], [1.9276, 1.0238, -0.8714], [-1.9948, 1.9199, 1.4069], [-0.8356, 1.0056, 0.5186], [-2.1254, 1.6548, -0.3922], [-0.0641, 3.1749, 1.0655], [-1.2833, 4.0040, 0.0187], [0.9118, 3.9560, -1.2822], [-0.2358, 2.9079, -1.9795], [-4.4533, -0.7436, -1.9752], [-3.8293, -1.7293, -1.0175], [-2.6230, -2.3432, -1.5574], [-1.5225, -1.3793, -1.6401], [-0.6432, -0.6462, -1.7045], [-5.4746, -0.4612, -1.7198], [-4.4066, -1.3348, -2.8898], [-3.9395, 0.1507, -2.3279], [-4.5042, -2.5691, -0.8521], [-3.5311, -1.3639, -0.0348], [-2.7093, -2.6242, -2.6070], [-2.2517, -3.2131, -1.0156]],
  "forces_ev_per_angstrom": [[0.4, -0.7, 0.2], [-0.5, 0.0, -0.3], [-0.1, -0.1, 0.2], [0.1, 0.7, 0.2], [0.1, -0.7, 1.8], [1.9, -1.3, -1.1], [-0.9, 0.1, -0.5], [-0.2, -1.3, -3.6], [0.3, 1.7, 4.4], [-0.1, 0.5, -0.7], [0.0, 0.1, 0.5], [0.0, -0.1, -0.3], [-1.4, 0.8, -0.5], [-0.5, -0.3, 0.2], [0.1, 0.6, -0.3], [0.6, -0.4, 0.0], [0.5, -0.4, -1.3], [-0.3, -0.7, 1.2], [-1.3, 0.1, -0.4], [2.1, -1.7, 0.3], [-1.2, 1.2, -0.2], [-0.2, 0.5, -0.2], [0.3, 0.0, 0.0], [-0.4, 0.0, 0.2], [0.4, 1.0, -0.1], [0.2, 0.1, 0.1], [0.1, 0.1, 0.5], [-0.2, -0.1, -0.2], [-0.2, -0.3, -0.9], [-0.8, 0.3, 1.4], [2.6, -0.3, -1.5], [0.4, -0.1, 0.3], [-0.1, 0.2, 0.0], [0.0, -0.2, -0.1], [-0.9, 0.1, -0.4], [0.6, 0.1, 0.9], [-0.5, 0.2, 0.1], [-0.5, 0.4, 0.2], [-0.4, -0.5, -0.1], [0.0, 0.0, 0.1]],
  "lowdin_spin": [1.35, 0.20, 0.17, 0.15, 0.00, 0.00, 0.00, 0.01, 0.03, 0.00, 0.00, 0.00, 0.00, 0.00, 0.00, 0.00, 0.00, 0.00, 0.00, 0.01, 0.03, 0.00, 0.00, 0.00, 0.00, 0.00, 0.00, 0.00, 0.00, 0.00, 0.00, 0.01, 0.02, 0.00, 0.00, 0.00, 0.00, 0.00, 0.00, 0.00]
}

=====

[3]
{
  "formula": "C18H29HgO13P",
  "method": "wB97M-V/def2-TZVPD",
  "homo_lumo_gap_ev": 1.5,
  "total_energy_ha": -2175.9537,
  "homo_energy_ev": 2.2,
  "relative_energy_ev": 0.690,
  "total_charge": -2,
  "max_force_ev_per_a": 7.71,
  "elements": ["Hg", "C", "C", "O", "H", "H", "H", "H", "H", "P", "O", "O", "O", "O", "O", "C", "O", "C", "C", "C", "H", "H", "H", "H", "H", "H", "O", "C", "O", "C", "C", "C", "H", "H", "H", "H", "H", "H", "O", "C", "O", "C", "C", "C", "H", "H", "H", "H", "H", "H", "O", "C", "O", "C", "C", "C", "H", "H", "H", "H", "H", "H"],
  "coordinates": [[8.3328, -37.6980, -2.3478], [10.9475, -36.7335, 1.1402], [9.9366, -35.9578, 0.3425], [9.0805, -36.8807, -0.2360], [10.3933, -37.0468, 2.0250], [11.8631, -36.1666, 1.3088], [11.2218, -37.6484, 0.6152], [10.3615, -35.2901, -0.4069], [9.5736, -35.2164, 1.0543], [7.1248, -39.8437, -1.0987], [6.7662, -38.4885, -0.5340], [7.6464, -39.7633, -2.5559], [6.2690, -41.0533, -0.9860], [8.3486, -40.2083, -0.2746], [6.6872, -36.1450, -3.0322], [5.5692, -35.5471, -2.7592], [4.7877, -34.8998, -3.7221], [3.5315, -34.5072, -3.2689], [3.5913, -34.7952, -1.7161], [4.7679, -35.6785, -1.4485], [2.8004, -35.1466, -3.7636], [3.3199, -33.4998, -3.6275], [2.6037, -35.1322, -1.4011], [3.8344, -33.8267, -1.2788], [4.3985, -36.6875, -1.2650], [5.2604, -35.2762, -0.5632], [8.4738, -38.0188, -4.8095], [8.2393, -38.3398, -5.9555], [7.5082, -39.3742, -6.2569], [7.6761, -39.6249, -7.6396], [7.7475, -38.2872, -8.2088], [8.6212, -37.6508, -7.2691], [6.7114, -39.9950, -7.9865], [8.5070, -40.1979, -8.0510], [6.7422, -37.8745, -8.1237], [8.1259, -38.1982, -9.2271], [8.4581, -36.5777, -7.1700], [9.6690, -37.9006, -7.4356], [9.9120, -35.9245, -3.3293], [10.1426, -35.2504, -4.2716], [10.8805, -35.6571, -5.2542], [10.9432, -34.6421, -6.2976], [9.7701, -33.7065, -6.1816], [9.4275, -33.8707, -4.6302], [10.9949, -35.0510, -7.3067], [11.8590, -34.0588, -6.2021], [8.9039, -33.9758, -6.7861], [9.9916, -32.7089, -6.5610], [8.3671, -33.8073, -4.3860], [9.7747, -33.1123, -3.9285], [10.3768, -38.6082, -2.7337], [11.3516, -38.8151, -3.4582], [11.2356, -39.5980, -4.4930], [12.3148, -39.4432, -5.5032], [13.0602, -38.1673, -5.0374], [12.6013, -38.0399, -3.5734], [11.7874, -39.5122, -6.4546], [12.8245, -40.3674, -5.2310], [12.7261, -37.3738, -5.7060], [14.1344, -38.3149, -5.1480], [12.5762, -36.9798, -3.3212], [13.2991, -38.4855, -2.8645]],
  "forces_ev_per_angstrom": [[-0.6, -0.7, 3.2], [0.4, -0.5, -0.1], [-0.4, -1.3, -1.8], [-0.3, 1.4, 0.0], [0.5, 0.0, 0.4], [0.2, 0.2, 0.6], [-0.1, 0.0, -0.2], [0.9, 0.3, -0.7], [-1.3, 0.4, 0.6], [2.3, -2.2, 2.2], [-2.3, 2.1, -0.9], [-0.2, 1.7, -2.7], [-3.1, -1.2, -0.2], [2.3, -0.6, 1.2], [-6.2, 4.6, 0.3], [3.7, -3.8, -0.8], [3.0, -0.8, 0.1], [-0.5, -1.2, 1.1], [-1.2, 2.3, -1.2], [-0.3, 0.3, -0.7], [-0.2, -0.2, 0.0], [0.2, 0.2, 0.5], [0.2, -0.1, 0.3], [-0.5, 0.1, 0.3], [1.0, -0.4, -0.2], [0.6, -0.7, -0.3], [0.0, 0.1, -2.6], [1.0, 2.2, 2.6], [-0.1, -2.6, -0.3], [-2.4, -1.1, -1.4], [-1.0, 1.1, -2.2], [1.5, 1.7, 2.4], [0.3, -1.1, 0.1], [0.2, -0.6, 1.1], [0.0, 0.4, -0.3], [-0.3, -0.3, -0.2], [0.5, 0.0, 0.1], [0.2, 0.3, -0.1], [0.5, 0.1, 1.0], [-3.6, 1.9, 0.7], [1.7, 0.3, -3.1], [0.6, 0.2, -0.7], [-1.0, 0.1, 1.9], [0.7, -0.2, -0.7], [0.0, -0.8, 0.3], [0.2, -0.2, 0.4], [0.0, -0.6, 0.2], [0.4, 0.1, 0.5], [-0.1, -1.0, -0.3], [0.8, 0.2, -0.4], [4.3, -1.4, -1.0], [-4.1, 2.7, 1.3], [-0.3, -1.3, -2.2], [-0.9, -0.9, 2.8], [-0.4, -1.3, -0.8], [1.8, 1.0, -0.1], [0.5, 0.3, -0.1], [0.8, 0.0, -1.0], [0.1, 0.4, 0.5], [0.0, 0.2, 0.0], [-0.7, -0.2, 0.4], [0.4, -0.1, -0.1]],
  "nbo_charge": [1.64, -0.64, -0.03, -0.93, 0.20, 0.15, 0.22, 0.08, 0.07, 2.46, -1.23, -1.27, -1.20, -1.15, -0.60, 0.82, -0.51, -0.06, -0.42, -0.53, 0.16, 0.17, 0.21, 0.19, 0.29, 0.26, -0.56, 0.80, -0.44, -0.09, -0.48, -0.57, 0.19, 0.17, 0.20, 0.20, 0.23, 0.22, -0.55, 0.80, -0.49, -0.16, -0.49, -0.54, 0.19, 0.17, 0.21, 0.21, 0.25, 0.23, -0.56, 0.78, -0.48, -0.09, -0.44, -0.52, 0.19, 0.18, 0.22, 0.20, 0.25, 0.23]
}